Entry 1
Entry from the OMol25 dataset: an isolated molecule of C3H7NO3 (ωB97M-V/def2-TZVPD).

**2S+1**: 1
**M**: 105.09 g mol⁻¹
**HOMO energy**: -9.336 eV
**Frontier orbital gap**: 9.96 eV

Atoms and positions in Å:
N 0.78 -0.99 0.81
H -2.62 -0.96 0.96
H 1.42 1.95 -1.91
C 1.16 0.81 -0.47
C 0.09 0.17 0.29
H 0.32 -1.48 1.59
H -1.79 0.57 -0.68
H -0.23 0.87 1.20
O 0.71 1.39 -1.65
C -1.16 -0.31 -0.51
H -0.78 -0.99 -1.24
H 1.67 -0.88 1.10
O 2.26 1.04 -0.02
O -1.82 -1.19 0.52

***

Entry 2
Entry from the OMol25 dataset: an isolated molecule of C3H7NO3 (ωB97M-V/def2-TZVPD).

**2S+1**: 1
**M**: 105.09 g mol⁻¹
**HOMO energy (alpha / beta)**: -9.713 / -8.877 eV
**Frontier orbital gap (alpha / beta)**: 8.20 / 7.84 eV

Atoms and positions in Å:
O -0.80 0.72 1.35
H -0.42 0.39 2.17
H -1.41 0.92 -1.18
C -0.60 -0.29 0.39
O -0.48 -1.51 0.87
O 1.46 -1.06 1.01
N 1.78 0.76 -0.23
H -1.39 -0.83 -1.54
H 2.12 1.10 -1.12
C 1.01 -0.36 -0.09
H 1.95 1.33 0.59
C -1.56 -0.08 -0.77
H -2.59 -0.16 -0.42
H 0.94 -0.92 -1.02

***

Least stable of them? entry 2.

***

Entry 1
Entry from the OMol25 dataset: a cluster of 2 separate species, C4H10N3S in total (ωB97M-V/def2-TZVPD).

**2S+1**: 1
**M**: 132.21 g mol⁻¹
**Total charge**: +1
**HOMO energy**: -12.397 eV
**Frontier orbital gap**: 9.31 eV

Atoms and positions in Å:
H -0.92 -1.47 -2.33
H -1.04 1.16 0.92
C 0.46 -0.44 2.74
N 0.48 0.80 -0.59
N -1.63 -0.73 -2.21
H 0.95 0.14 3.49
H -0.64 -0.41 2.84
C -0.06 0.81 0.64
C 1.83 -0.43 0.59
H -2.56 -1.04 -2.55
H 2.25 0.11 -1.52
H 0.31 0.12 -3.07
H 0.80 -1.44 2.97
C 1.70 0.16 -0.60
H 0.12 1.10 -1.52
N 0.76 -0.02 1.35
H 2.72 -1.05 1.00
S -0.97 0.50 -3.28

***

Entry 2
Entry from the OMol25 dataset: the ion C4H10N3S with charge +1 (ωB97M-V/def2-TZVPD).

**2S+1**: 1
**M**: 132.21 g mol⁻¹
**Total charge**: +1
**HOMO energy**: -12.522 eV
**Frontier orbital gap**: 9.21 eV

Atoms and positions in Å:
H -2.84 -0.86 -0.64
H 1.58 -0.56 -1.37
H -1.09 2.90 -0.22
H -0.41 2.22 -1.42
H 0.37 2.04 1.85
S -2.17 -1.16 0.48
N 0.42 -0.91 0.30
C -0.73 -0.21 -0.34
H -0.84 -0.29 -1.36
H 1.05 -2.25 -1.33
C 0.13 1.14 1.20
C 0.84 0.04 1.37
H 0.22 -1.85 0.73
H 1.47 -0.29 2.19
N -0.75 1.09 0.16
C 1.39 -1.45 -0.74
N -1.03 2.06 -0.68
H 2.39 -1.64 -0.17

***

Least stable of them? entry 2.